No. 1
{
  "formula": "C41H61CrN2O5S",
  "method": "the ωB97M-V functional and the def2-TZVPD basis",
  "lumo_energy_ev": [2.41, 2.41],
  "e_homo_ev": [-4.337, -4.736],
  "multiplicity": 5,
  "total_energy_ev": -95988.2817,
  "total_charge": -1,
  "s_squared": 6.01,
  "relative_energy_kcal_mol": 0.0,
  "species": ["C", "C", "H", "H", "H", "C", "C", "H", "H", "C", "C", "H", "C", "H", "C", "O", "H", "C", "O", "N", "H", "H", "H", "C", "C", "C", "H", "H", "C", "H", "H", "C", "C", "H", "H", "C", "H", "H", "C", "H", "H", "H", "C", "O", "C", "C", "C", "C", "H", "H", "H", "C", "H", "C", "H", "O", "C", "H", "H", "C", "H", "H", "Cr", "H", "C", "H", "C", "C", "H", "C", "H", "H", "H", "H", "H", "H", "C", "O", "C", "H", "C", "C", "H", "H", "C", "H", "C", "N", "H", "H", "H", "H", "S", "H", "C", "C", "H", "H", "H", "H", "H", "C", "H", "C", "C", "H", "H", "H", "H", "H", "H"],
  "positions_angstrom": [[0.993, 0.377, 4.838], [5.141, -3.947, 3.290], [1.011, -3.111, -7.294], [-4.360, 0.583, 0.716], [6.707, -3.086, 1.217], [1.010, -2.444, 1.474], [-0.260, -2.959, 0.873], [1.016, 1.292, 5.439], [-1.318, 2.592, -1.531], [-1.815, 5.259, 2.049], [-3.649, 1.900, -2.889], [-2.865, -1.712, 3.071], [2.099, 0.432, 3.772], [0.968, -1.504, -0.930], [-4.343, -0.444, 0.352], [-1.012, 1.972, 1.065], [-4.082, -0.423, -0.705], [3.259, -1.602, 2.782], [-2.865, 1.679, 2.594], [-3.336, -1.204, 1.095], [-0.990, -3.056, 1.677], [5.882, -1.677, 1.898], [-0.096, -3.955, 0.435], [4.681, -3.500, 1.896], [-2.350, 2.765, -4.810], [-3.193, -2.557, 0.553], [-2.823, 3.739, -4.664], [4.281, -4.484, -0.008], [-2.228, 2.070, -3.451], [-2.350, 5.405, 1.120], [-3.611, 1.583, -1.851], [-1.520, 0.717, -3.566], [-3.681, -1.247, 2.515], [0.395, 0.532, -7.087], [1.176, -0.762, -8.006], [1.873, 1.639, 2.851], [-0.425, 3.170, -2.958], [-1.832, -0.751, -7.268], [3.349, -2.758, 2.000], [-4.210, 1.169, -3.479], [0.334, -2.982, -1.638], [0.518, 6.977, 5.584], [2.194, -3.162, 1.354], [-3.160, 3.097, 0.621], [0.053, -1.969, -1.309], [-0.088, -1.670, -3.766], [-0.398, -0.990, -4.926], [-0.618, 6.136, 3.960], [-2.515, -2.026, -1.415], [0.014, 0.278, 4.375], [-2.907, -3.223, 1.368], [0.898, -0.432, -7.000], [4.154, -1.277, 3.297], [3.427, 0.649, 4.504], [-0.879, 7.942, 5.107], [-1.709, 0.375, -1.229], [-0.966, 3.755, 3.722], [0.073, 4.662, 5.357], [4.406, -4.619, 3.739], [5.744, -2.572, 1.290], [-5.341, -0.893, 0.477], [3.854, -5.457, 1.407], [-1.175, -0.087, 0.626], [1.879, 2.565, 3.435], [-0.003, -1.474, -6.321], [1.688, -2.709, -5.713], [-1.303, 6.332, 2.764], [0.757, -2.799, -6.278], [-0.844, 2.743, 4.088], [-1.240, -0.030, -2.380], [4.261, 0.774, 3.809], [5.446, -2.252, 0.290], [5.266, -3.095, 3.960], [5.549, -5.240, 0.961], [0.483, -2.591, -3.809], [-4.609, -1.817, 2.682], [-1.641, 3.973, 2.531], [-0.202, -0.609, 2.315], [4.578, -4.742, 1.011], [-1.327, 0.774, -5.680], [-0.469, -1.208, -2.506], [-1.104, 0.212, -4.783], [0.565, 7.932, 4.101], [-1.371, 2.931, -5.266], [0.931, -1.266, 2.243], [2.674, 1.705, 2.110], [2.108, -0.846, 2.932], [-0.861, -2.082, -0.154], [-4.182, 2.855, -2.929], [-3.803, -0.231, 2.879], [1.811, -0.281, -6.421], [3.660, -0.177, 5.181], [-2.261, 2.578, 1.626], [0.156, -3.590, -5.824], [-0.073, 7.308, 4.730], [-1.419, 3.001, -2.534], [2.183, -4.058, 0.742], [-2.970, 2.202, -5.513], [-1.916, -2.424, -6.717], [-1.926, 3.967, -2.454], [1.151, -0.471, 5.511], [-1.263, -1.677, -7.174], [-1.438, 7.339, 2.385], [-0.458, 4.834, 4.427], [-2.169, -2.616, -0.569], [3.356, 1.562, 5.100], [0.922, 1.570, 2.328], [-0.998, -2.017, -8.179], [6.099, -4.473, 3.229], [-2.058, -3.656, -0.915], [-4.156, -2.930, 0.174]],
  "forces_ev_per_angstrom": [[0.01, -0.01, -0.01], [0.01, 0.01, 0.01], [0.00, 0.00, 0.00], [-0.02, -0.02, -0.02], [0.00, 0.00, 0.00], [0.03, -0.01, 0.04], [0.01, -0.03, 0.04], [0.00, 0.00, -0.01], [0.00, 0.01, -0.05], [0.02, 0.05, -0.02], [0.05, 0.03, 0.02], [0.00, 0.00, 0.00], [0.01, 0.02, 0.01], [-0.01, 0.00, 0.00], [0.05, 0.00, 0.05], [-0.57, -0.05, 0.02], [0.00, 0.01, -0.03], [0.02, -0.02, 0.00], [0.01, 0.18, 0.04], [-0.05, -0.04, 0.03], [0.02, 0.00, -0.02], [0.00, 0.00, 0.00], [0.01, 0.00, 0.00], [0.00, -0.01, 0.00], [-0.01, 0.00, -0.04], [-0.05, 0.06, 0.03], [0.02, 0.00, 0.00], [0.00, 0.00, 0.00], [-0.04, 0.00, -0.03], [0.00, -0.01, 0.00], [-0.02, -0.05, 0.03], [0.01, -0.03, 0.14], [-0.01, -0.02, -0.03], [0.00, 0.00, 0.00], [0.00, 0.00, 0.01], [0.01, 0.01, 0.00], [0.01, 0.00, 0.02], [0.00, 0.00, 0.00], [0.02, -0.02, -0.01], [-0.01, 0.00, 0.01], [-0.01, -0.01, -0.01], [0.00, 0.00, 0.00], [-0.01, 0.00, -0.02], [0.08, 0.03, -0.04], [-0.03, 0.05, -0.01], [0.03, 0.00, 0.07], [-0.03, 0.06, -0.07], [0.00, -0.02, 0.01], [0.01, 0.02, -0.02], [-0.01, -0.01, -0.01], [0.00, 0.00, -0.01], [0.00, 0.01, -0.01], [-0.01, 0.00, 0.00], [0.02, 0.01, 0.02], [0.00, -0.01, 0.00], [0.11, -0.06, 0.10], [-0.01, 0.00, 0.00], [0.00, 0.01, 0.00], [0.00, 0.00, 0.00], [0.01, 0.01, 0.00], [-0.01, 0.00, -0.01], [0.00, 0.00, 0.00], [0.37, 0.13, 0.04], [-0.02, 0.00, 0.00], [-0.01, -0.01, 0.00], [-0.01, 0.00, 0.00], [-0.01, -0.02, -0.02], [0.01, -0.01, 0.01], [0.00, -0.01, -0.01], [0.00, -0.04, -0.05], [-0.01, 0.00, 0.01], [0.00, 0.00, 0.00], [0.00, 0.00, 0.00], [0.00, 0.00, 0.00], [-0.01, -0.01, 0.01], [0.00, -0.01, 0.00], [-0.02, -0.06, 0.07], [-0.10, 0.06, -0.08], [-0.02, 0.00, -0.01], [-0.02, 0.02, 0.01], [-0.05, 0.01, 0.00], [0.04, -0.06, -0.02], [0.00, 0.00, 0.00], [-0.01, 0.02, -0.01], [0.09, 0.01, -0.01], [0.00, -0.01, 0.00], [-0.07, 0.02, -0.02], [-0.17, -0.03, -0.03], [0.01, 0.00, 0.00], [-0.01, -0.05, 0.01], [0.00, 0.00, 0.00], [0.00, 0.00, 0.00], [0.29, -0.16, -0.07], [0.00, 0.00, 0.00], [0.01, 0.01, 0.01], [-0.02, 0.03, 0.00], [0.00, 0.00, 0.01], [0.01, -0.03, 0.02], [0.00, 0.00, 0.00], [0.00, 0.00, 0.00], [0.00, 0.00, -0.01], [0.00, 0.01, -0.01], [0.01, 0.00, 0.01], [0.00, 0.02, 0.00], [0.03, -0.04, -0.04], [0.00, 0.00, 0.00], [0.00, 0.00, 0.01], [0.00, 0.00, 0.00], [0.00, 0.00, 0.00], [-0.01, 0.00, 0.01], [0.00, -0.01, -0.01]],
  "lowdin_charge": [-0.04, -0.06, 0.08, 0.08, 0.08, -0.15, -0.13, 0.08, 0.06, -0.05, -0.04, 0.09, -0.53, 0.14, -0.07, -0.40, 0.08, 0.01, -0.32, -0.28, 0.12, 0.08, 0.13, -0.56, -0.08, -0.19, 0.08, 0.08, -0.53, 0.11, 0.06, -0.08, -0.08, 0.07, 0.08, -0.03, 0.09, 0.07, -0.18, 0.09, 0.13, 0.07, 0.00, -0.31, -0.11, 0.00, -0.19, -0.28, 0.12, 0.07, 0.11, -0.05, 0.09, -0.08, 0.08, -0.20, -0.05, 0.11, 0.09, -0.05, 0.09, 0.08, 0.81, 0.08, -0.56, 0.08, -0.05, -0.08, 0.11, -0.29, 0.08, 0.09, 0.07, 0.08, 0.10, 0.09, -0.26, -0.19, -0.08, 0.09, -0.13, 0.01, 0.08, 0.08, -0.30, 0.09, -0.08, -0.22, 0.08, 0.06, 0.09, 0.08, 0.49, 0.08, -0.06, -0.03, 0.10, 0.08, 0.09, 0.08, 0.09, -0.06, 0.11, -0.04, -0.15, 0.08, 0.06, 0.08, 0.08, 0.13, 0.13]
}

No. 2
{
  "formula": "C41H61GaNO19",
  "method": "the ωB97M-V functional and the def2-TZVPD basis",
  "lumo_energy_ev": 1.60,
  "e_homo_ev": -4.399,
  "total_energy_ev": -136270.8521,
  "total_charge": -1,
  "species": ["C", "C", "O", "H", "C", "H", "H", "H", "H", "H", "O", "C", "H", "C", "C", "H", "H", "H", "H", "H", "O", "H", "C", "C", "H", "H", "H", "O", "C", "H", "H", "H", "H", "H", "C", "H", "H", "H", "C", "C", "C", "H", "C", "H", "C", "H", "O", "C", "O", "H", "H", "H", "O", "O", "H", "H", "H", "H", "C", "C", "C", "C", "C", "H", "C", "O", "C", "H", "C", "C", "C", "H", "C", "H", "H", "C", "H", "H", "O", "C", "C", "H", "O", "C", "H", "H", "O", "H", "H", "H", "H", "H", "C", "O", "O", "H", "H", "H", "C", "H", "N", "O", "O", "O", "H", "C", "H", "C", "Ga", "C", "C", "H", "C", "C", "O", "H", "C", "O", "H", "H", "H", "C", "H"],
  "positions_angstrom": [[3.401, 5.758, -2.533], [-0.674, -3.878, -0.111], [-4.411, -1.181, 2.673], [1.572, 0.560, -3.649], [-3.496, -1.778, -2.251], [5.942, -2.739, -0.460], [-0.044, -1.767, -7.889], [-2.833, -2.096, 0.654], [0.649, 2.539, -5.886], [3.370, 0.235, -0.334], [3.073, 2.437, 1.810], [2.187, 1.452, -3.364], [-3.435, -5.297, 0.314], [-3.110, 1.349, -1.959], [1.738, -1.230, -0.603], [-3.884, 4.858, 6.144], [-5.448, 0.559, 5.171], [-3.637, -5.295, -1.506], [2.298, 3.255, 3.558], [-1.149, -3.493, 0.824], [7.057, -3.060, 2.094], [4.990, 4.317, -2.214], [1.680, 2.110, -5.904], [-4.760, 2.275, 6.738], [-4.590, -5.110, 5.111], [-3.572, -2.408, -3.182], [-4.211, -1.443, 4.705], [-6.357, -1.888, 6.229], [2.451, 2.443, -4.570], [3.956, -1.483, -0.364], [-5.887, -6.073, 5.848], [4.361, 5.045, -0.722], [-3.375, 1.208, -0.879], [3.904, 1.616, -1.992], [7.386, -2.150, 1.049], [3.453, 5.535, -3.602], [-2.458, -1.332, -2.236], [-0.631, -1.782, -0.731], [3.604, -0.566, -2.374], [-5.487, 0.214, 4.137], [7.058, -4.312, 1.557], [-2.263, 1.587, -5.948], [6.987, -2.904, -0.187], [4.620, 3.865, 3.666], [-1.570, -4.972, -0.810], [4.675, -0.928, -2.474], [-3.432, 0.453, 1.450], [4.814, 7.441, -2.083], [5.276, 8.538, -2.043], [2.067, 3.454, -4.230], [-6.506, 0.342, 3.758], [-6.179, 4.744, 5.444], [4.723, 1.870, 0.381], [-4.961, -3.337, 7.256], [4.411, 1.036, -3.625], [2.331, -2.588, -6.550], [3.006, -1.197, -3.080], [-1.262, -5.117, -1.889], [-4.988, -1.189, 3.977], [0.497, 0.326, -7.034], [4.416, 2.791, 3.629], [1.869, -1.582, -6.621], [-4.863, -4.758, 7.236], [-1.316, -5.961, -0.309], [-2.510, 1.534, -4.863], [-5.757, 2.777, 5.961], [3.606, 0.942, -2.837], [-1.269, 3.338, -4.211], [-5.927, 4.144, 6.317], [2.998, 2.487, 3.232], [-3.381, 0.440, -4.377], [-0.709, -2.915, -2.127], [-2.253, 2.421, -2.461], [-3.834, -5.079, 7.391], [3.363, -0.253, -5.402], [-0.220, -2.755, -1.131], [2.658, 1.517, 3.602], [2.455, 5.387, -2.140], [-4.125, 3.266, 7.423], [-5.378, -5.110, 5.868], [2.441, -0.392, -6.002], [1.607, -1.401, 0.498], [7.153, -4.265, 0.201], [4.358, 2.148, 1.481], [-4.666, 5.255, 7.689], [-3.776, -0.303, -5.112], [3.508, 7.167, -2.351], [7.618, -2.666, -1.042], [-0.308, 0.996, -7.404], [-5.310, -2.706, -0.045], [2.252, 2.618, -6.741], [8.459, -1.941, 1.085], [-5.912, -2.986, 6.348], [5.522, 6.300, -1.868], [5.173, 2.215, 2.569], [-5.486, -5.166, 8.037], [-5.785, -1.923, 4.040], [1.626, 1.978, -2.541], [-1.954, 2.507, -3.909], [6.841, -1.213, 1.161], [1.607, 0.681, -6.252], [-4.593, 0.964, 3.319], [-4.479, 1.120, 6.809], [-4.439, -0.638, -2.424], [4.687, 2.347, 4.586], [-3.645, 0.396, -2.943], [-1.815, 3.131, -1.723], [3.224, -0.767, -0.847], [-3.741, -2.793, -0.469], [-4.082, 0.107, 2.387], [4.585, 5.229, -1.775], [1.920, -3.481, -0.823], [0.629, -1.111, -7.299], [-4.590, 4.506, 6.901], [6.986, -5.315, 2.193], [1.009, -0.443, -0.941], [1.370, -2.622, -1.290], [-6.286, -4.049, 5.590], [3.546, 2.616, -4.785], [1.596, -2.603, -2.394], [-6.738, 4.221, 7.047], [-3.137, -4.762, -0.639], [0.275, -4.408, 0.221]],
  "forces_ev_per_angstrom": [[-0.55, -0.37, -0.24], [1.05, -0.97, -0.76], [0.13, 0.87, 0.10], [0.47, 0.91, 0.02], [0.61, -0.32, -0.34], [0.03, 0.00, 0.04], [0.50, 0.81, 0.59], [0.03, -0.03, -0.11], [0.79, -0.65, 0.08], [-0.09, -1.30, -0.58], [0.53, -0.01, -0.10], [1.13, -0.16, -0.09], [0.15, 0.51, -0.96], [0.58, 0.47, -2.59], [0.93, -1.03, -0.21], [-0.05, -0.05, -0.01], [0.02, -0.22, -0.57], [0.31, 0.48, 1.00], [-0.02, -0.04, -0.23], [0.20, -0.13, -1.02], [-0.01, -0.38, -0.26], [0.14, 0.13, 0.05], [1.53, 0.75, 0.02], [0.18, -0.53, 0.06], [-0.04, 0.04, 0.03], [0.11, 0.48, 0.67], [0.02, 0.09, -0.01], [-0.06, -0.35, 0.39], [-1.00, 0.67, 0.26], [-0.89, 0.57, -0.48], [-0.14, 0.16, -0.08], [-0.01, 0.02, -0.05], [0.37, 0.13, -1.22], [0.00, -0.74, -0.64], [0.12, 0.63, 0.09], [0.04, 0.02, 0.04], [-0.95, -0.57, -0.10], [0.44, -0.88, -0.59], [1.13, 0.23, 0.60], [-0.63, 0.24, 0.64], [-0.07, -0.44, 0.25], [-0.22, 0.07, 1.05], [-0.16, 0.24, -0.68], [-0.01, -0.04, -0.05], [-0.19, -0.77, 0.89], [-1.07, 0.33, -0.02], [-0.19, 0.23, 0.37], [0.18, 0.42, 0.00], [-0.12, -0.29, 0.00], [0.40, -0.91, -0.61], [0.05, -0.08, -0.11], [0.00, -0.22, -0.06], [0.11, 0.29, 0.35], [-0.26, 0.04, -0.32], [-1.03, 0.07, 0.57], [-0.64, 0.92, -0.20], [0.33, 0.58, 0.69], [-0.34, 0.44, 1.04], [-0.05, -0.53, -0.07], [1.21, -4.16, -0.32], [0.19, 0.21, 0.55], [-0.42, 3.23, 0.27], [0.30, -0.34, 0.39], [-0.14, 0.88, -0.59], [-0.49, -0.30, 2.43], [0.34, -0.01, 0.34], [-0.51, -0.32, 0.17], [-0.76, -0.92, -0.03], [-0.48, 0.37, -0.20], [-0.55, -0.02, 0.42], [1.57, 2.52, 1.07], [0.45, 0.03, 0.85], [-1.03, -1.92, -1.35], [-0.02, 0.22, 0.02], [-0.91, -0.18, -0.55], [-0.10, 0.05, 0.86], [0.04, 0.03, -0.05], [0.00, 0.20, -0.02], [-0.27, -0.21, -0.20], [0.15, -0.57, -0.38], [-1.13, -1.39, -0.96], [-0.09, 0.39, -0.85], [0.05, 0.09, 0.52], [0.01, -0.10, -0.36], [0.10, -0.18, 0.08], [0.28, 0.65, 1.07], [0.49, 0.04, 0.16], [-0.01, -0.21, 0.03], [1.05, -0.38, 0.68], [0.07, -0.10, -0.06], [-0.73, -0.34, 0.82], [-0.03, -0.05, 0.00], [-0.25, 0.39, 0.05], [-0.30, 0.38, -0.13], [-0.29, -0.06, -0.32], [-0.01, 0.03, -0.04], [0.13, 0.03, -0.37], [0.58, -0.54, -0.80], [-0.93, -1.22, 1.05], [-0.04, -0.12, 0.16], [-1.88, 0.23, -0.86], [0.19, -0.19, -0.20], [0.08, 0.59, 0.35], [1.69, 0.99, -0.69], [0.14, -0.07, -0.16], [-0.28, 0.32, -0.04], [-0.33, -0.50, -0.85], [-0.45, 0.53, -0.10], [-0.37, -0.13, -0.02], [0.24, -0.36, -0.55], [0.11, -0.63, 0.18], [-0.47, 0.79, -0.35], [1.38, 1.53, 1.24], [0.27, 0.55, 0.09], [0.05, 0.29, -0.16], [0.75, -0.72, 0.28], [-1.26, 1.21, -0.12], [0.13, 0.32, 0.35], [-1.07, -0.56, 0.30], [0.00, 0.00, 1.08], [0.05, -0.03, 0.00], [0.58, -0.59, -0.48], [-0.90, 0.52, -0.27]],
  "lowdin_charge": [-0.13, -0.26, 0.02, 0.11, -0.28, 0.12, 0.08, -0.05, 0.11, 0.08, 0.07, -0.18, 0.03, 0.01, -0.20, 0.14, 0.08, 0.03, 0.14, 0.07, 0.06, 0.13, -0.15, -0.54, 0.14, 0.06, 0.14, 0.16, -0.18, 0.09, 0.13, 0.13, 0.10, 0.08, -0.13, 0.13, 0.04, 0.08, -0.20, -0.14, -0.56, 0.07, -0.13, 0.13, -0.31, 0.10, 0.12, -0.56, 0.16, 0.09, 0.14, 0.14, 0.14, 0.07, 0.10, 0.08, 0.09, 0.10, -0.13, -0.09, -0.13, -0.08, -0.13, 0.08, -0.10, 0.06, -0.21, 0.07, -0.12, -0.12, -0.01, 0.10, -0.09, 0.13, 0.11, -0.21, 0.14, 0.14, 0.07, -0.12, -0.10, 0.11, 0.06, -0.55, 0.13, 0.11, 0.06, 0.13, 0.10, -0.09, 0.13, 0.13, -0.56, 0.06, 0.06, 0.13, 0.12, 0.11, -0.13, 0.13, -0.15, 0.05, 0.16, -0.21, 0.13, -0.29, 0.08, -0.20, 0.37, -0.55, -0.12, 0.10, -0.09, -0.13, 0.16, 0.11, -0.18, 0.07, 0.10, 0.09, 0.13, -0.33, 0.09]
}